(1)
The following is a quantum chemistry calculation of a 3-piece molecular cluster, C18H39F3NO17P4S2 overall in a non-equilibrium geometry, from the Open Molecules 2025 dataset.

ORCA input file:
```
! wB97M-V def2-TZVPD RIJCOSX def2/J DEFGRID3
* xyz -1 1
O -5.4543 0.5460 5.3930
C -6.0801 1.5171 4.6937
O -7.2723 2.1100 5.3869
C -5.5461 2.0659 3.2056
C -6.8889 2.0897 2.2482
C -7.7602 3.6087 2.5849
C -8.1763 4.5128 1.1624
O -9.2402 3.6626 2.0842
N -4.9313 3.4090 3.4611
P -4.3446 3.6591 5.1087
O -2.6152 3.5938 5.2654
O -4.7495 5.3421 5.5042
P -3.8962 4.0347 2.1862
O -3.5461 5.7276 2.5985
O -2.3526 3.2729 1.9726
S -4.7258 4.1210 0.3995
S -4.4140 0.7425 2.5330
O -4.0344 0.9349 1.0126
O -3.1010 0.6790 3.4068
C -5.1543 -1.0159 2.6027
F -4.8360 -1.7025 1.3164
F -4.5716 -1.8484 3.6845
F -6.6280 -1.0265 2.7387
H -7.7215 1.3256 2.5656
H -6.6684 2.0986 1.0990
H -7.4254 4.2546 3.6070
H -8.6540 5.5896 1.3378
H -8.6048 3.9201 0.2374
H -2.4135 2.6085 5.4392
H -5.7707 5.3889 5.5150
H -2.5968 5.8582 2.2428
H -1.9341 2.9694 2.8293
O 2.8733 1.8023 -1.4118
P 1.4292 1.4265 -1.8253
O 1.7919 1.2273 -3.4287
C 2.4220 0.0201 -3.8175
C 1.4572 -1.1494 -3.7653
O 0.8857 2.9981 -1.9299
C 1.4823 4.0148 -1.1388
C 2.5691 4.7347 -1.9197
O -0.1843 1.0067 -2.2872
C -0.9364 0.3824 -1.2565
C -1.1365 1.2978 -0.0623
H 3.2968 -0.1677 -3.1883
H 2.7740 0.1541 -4.8451
H 1.1799 -1.3766 -2.7322
H 1.9085 -2.0458 -4.1998
H 0.5327 -0.9191 -4.3053
H 1.8649 3.6042 -0.1975
H 0.6989 4.7312 -0.8723
H 3.2794 4.0384 -2.3808
H 3.1258 5.4188 -1.2733
H 2.1282 5.3078 -2.7375
H -0.4312 -0.5402 -0.9546
H -1.9081 0.1101 -1.6777
H -0.1824 1.5226 0.4272
H -1.7929 0.8297 0.6760
H -1.5740 2.2533 -0.3728
O 7.0851 -5.9376 -1.4872
P 5.8949 -4.9472 -1.4788
O 4.7952 -6.0575 -0.9311
C 4.7989 -6.3630 0.4517
C 4.2351 -5.2188 1.2728
O 5.5545 -5.1026 -3.1024
C 6.5836 -5.4440 -4.0189
C 6.6088 -6.9434 -4.2640
O 4.5651 -3.8407 -1.4694
C 4.9412 -2.4871 -1.2588
C 5.8307 -1.9629 -2.3715
H 5.8117 -6.6157 0.7788
H 4.1737 -7.2507 0.5896
H 4.9047 -4.3548 1.2434
H 4.1099 -5.5149 2.3181
H 3.2676 -4.8922 0.8772
H 7.5552 -5.0744 -3.6717
H 6.3724 -4.9307 -4.9622
H 6.6203 -7.5167 -3.3295
H 7.4843 -7.2275 -4.8545
H 5.7100 -7.2523 -4.8011
H 5.4446 -2.4029 -0.2908
H 4.0234 -1.8947 -1.2120
H 6.7919 -2.4883 -2.3894
H 6.0308 -0.8969 -2.2345
H 5.3608 -2.1142 -3.3499
*
```

Output
Frontier orbital gap   5.0 eV
HOMO   -5.83 eV
Lowest unoccupied orbital energy   -0.8 eV

Here are the Mulliken charges for atoms 1 to 8, given in e:
1 O -0.59
2 C 0.23
3 O -0.69
4 C -0.15
5 C -0.77
6 C 0.34
7 C -0.66
8 O -0.50

=====

(2)
The following is a quantum chemistry calculation of a 2-piece molecular cluster, C2H9N4 overall in a non-equilibrium geometry, from the Open Molecules 2025 dataset.

ORCA input file:
```
! wB97M-V def2-TZVPD RIJCOSX def2/J DEFGRID3
* xyz 1 1
C -1.5853 -0.7115 0.8261
C 0.2884 -1.7827 0.2183
N 1.8531 -0.1816 0.2225
N 1.5865 -1.3619 0.2926
N -0.5379 -0.6862 0.1706
N 0.1675 1.7754 -0.8486
H -1.8776 -1.4643 1.5142
H -2.2934 0.1707 0.8772
H -0.0554 0.7329 -0.4865
H 0.1305 -2.3835 -0.8246
H 0.0686 -2.6053 0.8442
H 2.8533 -0.1604 0.3891
H -0.3949 2.4260 -0.3284
H 1.1432 1.8524 -0.3528
H -0.0228 2.0030 -1.9046
*
```

Output
Frontier orbital gap   10.0 eV
Energy relative to the best compared isomer or geometry (same formula, charge and spin)   3.9118 eV
HOMO   -13.34 eV
Lowest unoccupied orbital energy   -3.3 eV

Here are the Mulliken charges for atoms 1 to 8, given in e:
1 C -0.26
2 C -0.50
3 N -0.13
4 N -0.44
5 N -0.41
6 N -0.54
7 H 0.28
8 H 0.18

=====

(3)
The following is a quantum chemistry calculation of an isolated molecule of C5H7NO2 in a non-equilibrium geometry, from the Open Molecules 2025 dataset.

ORCA input file:
```
! wB97M-V def2-TZVPD RIJCOSX def2/J DEFGRID3
* xyz 0 1
C -1.2905 -0.3569 0.7721
C -0.1462 -0.3153 -0.4021
C 0.0371 1.2231 -0.6086
C 1.1916 1.5916 -0.1402
C 1.2061 -0.9181 -0.1274
H -3.3280 -1.0910 -0.3972
H -1.1551 -1.5200 1.2214
H -0.9839 0.2356 1.7543
H -0.5697 -1.0848 -1.1691
H -0.8878 1.7411 -0.9325
H 1.7800 2.4781 -0.2851
H 2.9005 0.1905 0.6543
N 1.8768 0.3437 0.3841
O -2.3996 -0.3602 -0.3230
O 1.7687 -2.1577 -0.4010
*
```

Output
Frontier orbital gap   9.3 eV
Energy relative to the best compared isomer or geometry (same formula, charge and spin)   6.0438 eV
HOMO   -9.01 eV
Structure (SMILES)   O=C1NC=C[C@@H]1CO
Lowest unoccupied orbital energy   0.3 eV

Here are the Mulliken charges for atoms 1 to 8, given in e:
1 C -0.44
2 C 0.53
3 C -0.46
4 C -0.39
5 C -0.07
6 H 0.33
7 H 0.25
8 H 0.31

=====

(4)
The following is a quantum chemistry calculation of C19H28ClO6Sn as an isolated structure in a non-equilibrium geometry, from the Open Molecules 2025 dataset.

ORCA input file:
```
! wB97M-V def2-TZVPD RIJCOSX def2/J DEFGRID3
* xyz 1 1
O -0.8188 -0.4286 -0.6362
C 0.5252 -0.4485 -1.2287
C 0.2368 0.7955 -2.0793
H 0.7146 -1.3414 -1.8181
H 1.2794 -0.2946 -0.4587
C -1.1177 0.8222 -1.3225
H 0.1285 0.6123 -3.1420
H 0.8943 1.6442 -1.8862
C -2.3793 0.6184 -2.1294
H -2.3580 -0.3465 -2.6548
H -2.5032 1.4456 -2.8370
H -3.2411 0.6036 -1.4463
C -1.1382 2.0932 -0.5099
H -0.1169 2.3454 -0.1956
H -1.8137 2.0427 0.3525
H -1.4871 2.8738 -1.1968
Sn 0.5344 -0.0804 4.1709
C 1.6354 2.1352 4.0480
C 2.5904 1.0300 3.9182
C 2.6744 0.7097 2.5082
H 3.2575 0.6722 4.6989
C 1.7983 1.5824 1.8076
C 1.1657 2.4540 2.7362
H 0.5155 3.3014 2.4809
H 1.5072 2.7408 4.9463
H 3.3563 -0.0216 2.0810
H 1.7448 1.6612 0.7156
C -1.7881 -1.3997 4.2124
C -1.8022 0.0964 3.8057
C -2.0660 0.1858 2.4323
H -2.0392 0.8551 4.5521
C -2.1257 -1.1391 1.8794
C -1.9985 -2.0797 2.8694
H -2.0453 -3.1568 2.7582
H -2.6003 -1.6057 4.9417
H -2.2675 1.1061 1.8897
H -2.2986 -1.3816 0.8318
O 0.7009 -1.2469 -4.1185
C 0.1687 -0.4576 -5.2174
C 0.5452 -1.0924 -6.5643
H 0.5921 0.5641 -5.1613
H -0.9264 -0.3826 -5.0888
C 1.5572 -2.1958 -6.1983
H 0.9911 -0.3363 -7.2147
H -0.3500 -1.5071 -7.0390
C 1.4373 -2.3542 -4.6702
H 2.5704 -1.8731 -6.4554
H 1.3313 -3.1310 -6.7099
H 2.4189 -2.3836 -4.1744
H 0.8913 -3.2833 -4.4286
O -0.1039 1.1817 5.9641
Cl 0.7286 0.4295 7.0812
O 1.5959 -0.5374 6.1918
O -0.1727 -0.3569 7.9346
O -0.5291 -1.7401 4.7734
*
```

Output
Frontier orbital gap   5.5 eV
HOMO   -11.71 eV
Lowest unoccupied orbital energy   -6.2 eV

Here are the Mulliken charges for atoms 1 to 8, given in e:
1 O -0.41
2 C -0.10
3 C 0.02
4 H 0.17
5 H -0.03
6 C 1.74
7 H -0.61
8 H 0.47

=====

(5)
The following is a quantum chemistry calculation of C21H41CrF3O16 as an isolated structure in a non-equilibrium geometry, from the Open Molecules 2025 dataset.

ORCA input file:
```
! wB97M-V def2-TZVPD RIJCOSX def2/J DEFGRID3
* xyz 0 5
Cr 23.0831 24.2686 31.5844
C 23.2444 27.8054 28.8374
C 22.6677 27.5045 30.2225
O 22.8323 26.2045 30.7036
H 22.8974 28.7582 28.4375
H 23.0314 27.0555 28.0756
H 24.3222 27.9105 28.9618
H 21.6705 27.9286 30.1050
H 23.2264 28.1998 30.8490
C 22.9476 21.9108 34.9393
C 23.4054 21.4220 33.6137
C 23.2134 19.9096 33.3605
O 23.1500 22.2763 32.5386
H 21.8620 22.0077 34.9496
H 23.4360 22.8777 35.0609
H 23.2064 21.2933 35.7994
H 24.4830 21.5138 33.7498
H 22.1440 19.7893 33.5341
H 23.8363 19.3944 34.0917
H 23.3939 19.5723 32.3398
C 27.1307 27.8002 31.2075
C 28.3461 28.6346 30.7262
O 28.5484 28.6256 29.3257
C 29.0164 27.4819 28.7043
O 29.0353 26.3527 29.2627
C 29.3821 27.5799 27.2557
F 29.4301 28.8523 26.8332
F 30.5414 26.9700 27.0697
F 28.5126 26.8731 26.5195
H 26.8684 28.0592 32.2333
H 27.4584 26.7653 31.3063
H 26.1837 27.8576 30.6708
H 29.1108 28.2669 31.4104
H 28.0287 29.6394 31.0048
C 24.1743 27.8626 33.8381
O 25.3597 27.0650 34.1435
C 25.2920 25.7902 33.7785
O 24.4283 25.2724 33.1021
O 26.3252 25.1658 34.3564
C 26.4103 23.7493 34.2252
H 24.2650 28.4160 32.9035
H 24.2143 28.5748 34.6623
H 23.2180 27.3475 33.9291
H 25.9317 23.1909 35.0297
H 27.4538 23.4692 34.3698
H 26.0578 23.3435 33.2769
C 25.5154 21.2164 30.1816
O 25.9912 22.1415 29.2560
C 25.5071 23.3971 29.4041
O 24.8760 23.8189 30.3593
O 25.9474 24.0989 28.3397
C 25.5660 25.4666 28.2590
H 25.7989 21.4646 31.2044
H 26.0101 20.2806 29.9213
H 24.4346 21.1881 30.0433
H 24.6393 25.6122 27.7040
H 26.3354 26.0066 27.7073
H 25.5604 25.9921 29.2140
C 20.6752 24.4310 35.4049
O 19.7356 24.8961 34.3851
C 20.1750 25.0424 33.1316
O 21.2977 24.7152 32.7648
O 19.1372 25.5817 32.3986
C 19.2655 25.6663 31.0027
H 20.4472 24.9841 36.3161
H 21.7220 24.5719 35.1358
H 20.5570 23.4028 35.7470
H 19.0963 24.6933 30.5413
H 20.2831 25.9370 30.7212
H 18.6828 26.5272 30.6752
C 21.1050 24.8795 27.5992
O 20.7247 23.5684 28.0394
C 21.1638 23.0310 29.1895
O 22.1088 23.4063 29.8697
O 20.3903 22.0736 29.5705
C 20.7594 21.1400 30.6126
H 20.2575 25.5535 27.4743
H 21.9062 24.7307 26.8754
H 21.6494 25.3295 28.4294
H 20.9645 21.7581 31.4867
H 21.7585 20.7202 30.4959
H 19.9558 20.4408 30.8437
*
```

Output
⟨S²⟩   6.005
Frontier orbital gap (spin up / spin down)   7.5 / 7.8 eV
Energy relative to the best compared isomer or geometry (same formula, charge and spin)   0.5599 eV
HOMO (spin up / spin down)   -7.17 / -7.45 eV
Lowest unoccupied orbital energy (spin up / spin down)   0.4 / 0.4 eV

Here are the Mulliken charges for atoms 1 to 8, given in e:
1 Cr -0.87
2 C -0.96
3 C -0.33
4 O 0.47
5 H 0.44
6 H 0.10
7 H 0.02
8 H 0.17